# 1
{
  "formula": "C45H45Cl2CrIN5O3PS",
  "method": "wB97M-V/def2-TZVPD",
  "elements": ["Cr", "Cl", "C", "C", "C", "I", "C", "O", "C", "N", "C", "C", "C", "C", "H", "H", "H", "H", "Cl", "C", "C", "C", "C", "N", "C", "H", "H", "H", "H", "N", "P", "C", "C", "C", "C", "C", "C", "C", "C", "C", "C", "C", "C", "C", "C", "C", "C", "C", "C", "H", "H", "H", "H", "H", "H", "H", "H", "H", "H", "H", "H", "H", "H", "H", "C", "N", "C", "C", "O", "N", "C", "C", "H", "H", "H", "H", "H", "H", "H", "H", "H", "H", "H", "H", "C", "C", "C", "C", "C", "C", "C", "S", "C", "O", "H", "H", "H", "H", "H", "H", "H", "H", "H", "H"],
  "coordinates": [[-0.013, 0.225, 0.042], [5.075, -2.968, 3.536], [3.630, -2.117, 3.081], [2.692, -1.813, 4.023], [1.512, -1.116, 3.684], [0.124, -0.620, 5.148], [1.253, -0.736, 2.384], [0.198, -0.090, 1.974], [2.236, -1.081, 1.410], [1.917, -0.696, 0.148], [2.790, -0.884, -0.816], [4.025, -1.514, -0.589], [4.341, -1.952, 0.669], [3.436, -1.738, 1.729], [2.864, -2.107, 5.050], [2.486, -0.566, -1.804], [4.709, -1.654, -1.414], [5.281, -2.451, 0.863], [-1.755, 5.513, -1.029], [-1.535, 4.294, 0.180], [-1.740, 4.578, 1.520], [-1.499, 3.569, 2.432], [-1.046, 2.337, 1.988], [-0.866, 2.064, 0.690], [-1.127, 3.030, -0.199], [-2.075, 5.559, 1.828], [-1.641, 3.730, 3.492], [-0.803, 1.540, 2.676], [-1.004, 2.795, -1.247], [-1.678, -0.606, 0.106], [-3.188, -0.262, -0.070], [-4.004, 0.218, 1.483], [-5.370, 0.493, 1.581], [-5.943, 0.751, 2.815], [-5.161, 0.713, 3.964], [-3.813, 0.401, 3.878], [-3.234, 0.146, 2.640], [-4.204, -1.689, -0.567], [-4.713, -1.876, -1.848], [-5.450, -3.014, -2.151], [-5.694, -3.967, -1.175], [-5.205, -3.781, 0.113], [-4.464, -2.649, 0.414], [-3.543, 1.001, -1.322], [-2.938, 0.832, -2.569], [-3.153, 1.751, -3.585], [-3.963, 2.857, -3.361], [-4.543, 3.047, -2.116], [-4.333, 2.126, -1.098], [-5.994, 0.483, 0.695], [-7.001, 0.963, 2.887], [-5.612, 0.908, 4.928], [-3.209, 0.342, 4.775], [-2.188, -0.133, 2.556], [-4.551, -1.130, -2.615], [-5.843, -3.149, -3.150], [-6.276, -4.848, -1.412], [-5.408, -4.514, 0.882], [-4.087, -2.505, 1.420], [-2.284, -0.020, -2.735], [-2.693, 1.603, -4.554], [-4.134, 3.573, -4.154], [-5.155, 3.921, -1.933], [-4.770, 2.298, -0.126], [1.805, 4.960, -0.789], [2.065, 3.530, -0.654], [2.425, 3.097, 0.690], [1.518, 2.609, -1.491], [1.127, 1.509, -1.042], [1.399, 2.895, -2.804], [0.615, 2.020, -3.665], [2.269, 3.836, -3.497], [1.292, 5.307, 0.110], [1.155, 5.156, -1.637], [2.728, 5.531, -0.901], [3.241, 3.724, 1.048], [2.758, 2.063, 0.677], [1.582, 3.189, 1.381], [0.133, 1.242, -3.079], [1.267, 1.542, -4.399], [-0.139, 2.603, -4.196], [3.076, 4.162, -2.848], [1.718, 4.707, -3.855], [2.708, 3.332, -4.359], [1.117, -6.090, 2.358], [0.646, -5.182, 1.256], [-0.709, -5.029, 0.979], [-1.142, -4.171, -0.021], [-0.211, -3.473, -0.767], [1.149, -3.637, -0.536], [1.568, -4.483, 0.475], [-0.799, -2.310, -1.979], [-0.222, -3.151, -3.446], [0.124, -1.101, -1.909], [0.324, -6.287, 3.076], [1.963, -5.653, 2.888], [1.445, -7.050, 1.952], [-1.438, -5.573, 1.568], [-2.198, -4.035, -0.210], [1.873, -3.102, -1.137], [2.628, -4.600, 0.668], [0.843, -3.352, -3.353], [-0.415, -2.493, -4.292], [-0.783, -4.078, -3.552]],
  "mulliken_charge": [-0.6616, -0.2805, 0.6471, -0.4733, -0.0140, 0.0496, -0.2020, 0.7561, -0.7720, 1.4807, -1.3071, -1.1247, -0.9889, 0.3438, 0.4698, 0.7200, 0.4560, 0.5225, -0.1782, -0.3486, -0.6610, -1.1342, -0.7911, 2.8690, -1.4308, 0.5539, 0.5946, 0.5063, 0.7479, 1.2352, 0.6820, 0.1713, -0.6527, -0.8420, -0.6705, -0.5460, 0.1939, 0.9466, -0.4320, -0.7309, -0.6425, -0.6459, -0.7920, 0.9395, -0.4525, -0.7796, -0.9100, -0.7663, -0.8573, 0.5499, 0.4150, 0.4362, 0.3246, 0.0219, 0.3384, 0.4728, 0.4234, 0.4695, 0.4760, 0.1968, 0.5276, 0.4176, 0.4541, 0.5175, -1.4270, 0.2743, -0.9510, -0.0207, 0.1242, 0.6432, -1.0983, -1.1480, 0.4441, 0.4622, 0.2882, 0.4616, 0.0820, 0.1832, 0.0735, 0.4414, 0.4208, 0.3735, 0.3119, 0.3594, -1.6065, 0.7566, -0.7737, -0.4540, 0.4232, -0.5070, -0.6927, 0.4573, -1.4013, -0.3181, 0.3970, 0.3404, 0.3369, 0.4395, 0.3243, 0.4330, 0.4761, 0.3743, 0.4452, 0.4117],
  "largest_force_ev_per_a": 1.6,
  "charge": 1,
  "multiplicity": 2,
  "homo_ha": [-0.3524, -0.3504],
  "e_tot_ev": -142676.554
}

---

# 2
{
  "formula": "C55H40ClI2N3O18P",
  "method": "wB97M-V/def2-TZVPD",
  "elements": ["C", "C", "O", "N", "C", "C", "N", "N", "I", "C", "C", "P", "O", "Cl", "C", "I", "H", "H", "H", "H", "H", "H", "H", "H", "C", "C", "C", "O", "C", "C", "C", "O", "H", "H", "H", "H", "C", "C", "C", "O", "C", "C", "C", "O", "H", "H", "H", "H", "C", "C", "C", "O", "C", "C", "C", "O", "H", "H", "H", "H", "C", "C", "C", "O", "C", "C", "C", "O", "H", "H", "H", "H", "C", "C", "C", "O", "C", "C", "C", "O", "H", "H", "H", "H", "C", "C", "C", "O", "C", "C", "C", "O", "H", "H", "H", "H", "C", "C", "C", "O", "C", "C", "C", "O", "H", "H", "H", "H", "C", "C", "C", "O", "C", "C", "C", "O", "H", "H", "H", "H"],
  "coordinates": [[12.007, -0.981, -0.863], [10.626, -0.980, -1.446], [10.062, -1.979, -1.828], [9.988, 0.288, -1.645], [10.557, 1.446, -0.892], [8.597, 0.256, -1.432], [8.139, -0.553, -0.500], [6.847, -0.570, -0.286], [6.174, -1.903, 1.145], [5.956, 0.184, -0.910], [6.374, 1.092, -1.899], [5.017, 2.055, -2.785], [5.617, 3.543, -2.894], [3.798, 2.233, -1.119], [7.726, 1.102, -2.180], [8.532, 2.203, -3.742], [12.675, -0.308, -1.405], [11.996, -0.654, 0.180], [12.392, -1.998, -0.909], [10.574, 1.252, 0.179], [9.937, 2.329, -1.049], [11.550, 1.681, -1.270], [4.912, 0.054, -0.643], [6.262, 3.814, -2.227], [-1.836, 3.085, 0.416], [-2.599, 2.963, -0.669], [-2.003, 2.580, -1.976], [-2.687, 2.465, -2.973], [-0.538, 2.337, -2.033], [0.214, 2.467, -0.945], [-0.376, 2.844, 0.363], [0.330, 2.932, 1.348], [-2.242, 3.358, 1.382], [-3.674, 3.125, -0.650], [-0.134, 2.060, -2.999], [1.284, 2.305, -0.939], [1.740, -0.502, 1.104], [0.860, -0.948, 1.996], [0.395, -2.360, 1.971], [-0.401, -2.779, 2.778], [0.947, -3.251, 0.915], [1.826, -2.800, 0.024], [2.290, -1.396, 0.056], [3.109, -0.985, -0.749], [2.091, 0.524, 1.100], [0.443, -0.317, 2.772], [0.590, -4.274, 0.922], [2.240, -3.426, -0.757], [-7.937, 3.233, -1.359], [-8.706, 3.111, -2.437], [-8.133, 2.728, -3.754], [-8.835, 2.613, -4.734], [-6.668, 2.488, -3.823], [-5.895, 2.612, -2.748], [-6.477, 2.992, -1.438], [-5.770, 3.102, -0.451], [-8.329, 3.515, -0.392], [-9.773, 3.286, -2.403], [-6.275, 2.212, -4.794], [-4.822, 2.450, -2.769], [-11.507, 3.596, 2.176], [-12.041, 2.786, 3.085], [-12.282, 1.348, 2.792], [-12.777, 0.615, 3.618], [-11.900, 0.850, 1.444], [-11.368, 1.664, 0.536], [-11.128, 3.097, 0.832], [-10.636, 3.835, 0.003], [-11.322, 4.646, 2.365], [-12.328, 3.125, 4.073], [-12.083, -0.200, 1.250], [-11.085, 1.326, -0.453], [11.032, -2.354, -4.722], [10.050, -3.070, -5.260], [9.904, -3.186, -6.734], [9.005, -3.832, -7.227], [10.898, -2.474, -7.581], [11.878, -1.754, -7.040], [12.017, -1.638, -5.568], [12.899, -0.973, -5.063], [11.159, -2.253, -3.655], [9.319, -3.598, -4.661], [10.771, -2.576, -8.651], [12.611, -1.224, -7.636], [8.389, 1.838, 2.196], [7.364, 1.671, 3.023], [7.376, 2.276, 4.383], [6.445, 2.128, 5.138], [8.584, 3.059, 4.765], [9.611, 3.218, 3.933], [9.589, 2.624, 2.579], [10.495, 2.757, 1.782], [8.403, 1.413, 1.200], [6.485, 1.103, 2.745], [8.572, 3.487, 5.760], [10.494, 3.785, 4.197], [-3.050, -6.468, 6.869], [-2.310, -6.864, 5.838], [-1.656, -5.881, 4.938], [-0.978, -6.242, 3.999], [-1.858, -4.439, 5.230], [-2.599, -4.044, 6.263], [-3.253, -5.026, 7.165], [-3.924, -4.666, 8.106], [-3.537, -7.164, 7.540], [-2.146, -7.908, 5.603], [-1.371, -3.744, 4.560], [-2.763, -3.000, 6.498], [-16.349, -0.758, 0.243], [-15.412, -1.173, 1.091], [-14.325, -2.083, 0.651], [-13.469, -2.456, 1.424], [-14.320, -2.513, -0.770], [-15.257, -2.099, -1.618], [-16.346, -1.188, -1.180], [-17.196, -0.808, -1.953], [-17.152, -0.095, 0.538], [-15.388, -0.874, 2.132], [-13.516, -3.176, -1.065], [-15.277, -2.398, -2.659]],
  "mulliken_charge": [-1.5646, 0.7334, -0.5638, 0.4369, -1.4635, 0.7989, -0.1168, -0.4045, 0.3092, 0.2412, 0.7569, 0.2770, -0.4045, -0.2297, -1.0273, 0.3218, 0.3558, 0.3931, 0.4014, 0.5821, 0.3506, 0.4036, 0.0355, 0.3542, -0.7150, -0.1523, 0.6896, -0.5645, -0.5242, 0.3777, 0.4096, -0.5856, 0.4743, 0.3996, 0.4598, -0.1514, -0.1354, -0.4357, 0.1360, -0.4767, -0.4294, -0.3917, 0.2536, -0.5663, 0.4441, 0.5186, 0.4897, 0.4636, -0.5326, -0.2660, 0.1439, -0.5379, -0.5555, -0.1831, 0.7065, -0.6069, 0.4892, 0.5384, 0.4556, 0.3372, -0.4243, -0.4427, 0.2292, -0.5354, -0.3542, -0.2464, 0.5223, -0.5446, 0.4297, 0.4123, 0.4590, 0.4868, -0.2217, -0.3778, 0.3353, -0.5351, -0.3969, -0.4153, 0.4177, -0.5673, 0.4182, 0.4761, 0.4191, 0.4288, 0.2915, -0.2041, 0.0721, -0.5162, -0.4851, -0.4747, 0.3739, -0.5522, 0.1984, 0.4374, 0.4204, 0.4409, -0.3580, -0.3989, 0.3756, -0.5516, -0.1514, -0.4364, 0.3309, -0.5333, 0.4106, 0.4119, 0.5368, 0.4241, -0.3350, -0.2396, 0.3225, -0.5654, -0.4141, -0.3224, 0.3736, -0.5360, 0.4138, 0.4716, 0.4324, 0.4095],
  "largest_force_ev_per_a": 1.3,
  "charge": 1,
  "multiplicity": 1,
  "homo_ha": -0.4091,
  "e_tot_ev": -137005.344
}

---

# 3
{
  "formula": "C7H9N3O",
  "method": "wB97M-V/def2-TZVPD",
  "elements": ["C", "C", "C", "C", "C", "C", "C", "N", "N", "N", "O", "H", "H", "H", "H", "H", "H", "H", "H", "H"],
  "coordinates": [[-3.032, -0.326, -0.743], [-3.085, -0.005, 0.637], [-1.767, -0.060, -1.172], [-1.849, 0.440, 1.000], [1.213, 1.532, 0.192], [0.273, 0.687, -0.136], [2.747, -0.005, -0.646], [-1.038, 0.421, -0.110], [1.767, -1.010, -0.448], [1.908, -1.693, 0.715], [2.533, 1.199, 0.115], [-3.839, -0.709, -1.335], [-3.943, -0.091, 1.275], [-1.312, -0.177, -2.135], [-1.478, 0.786, 1.945], [1.095, 2.565, 0.502], [3.755, -0.334, -0.362], [2.716, 0.261, -1.712], [1.123, -2.308, 0.879], [2.213, -1.173, 1.537]],
  "nbo_charge": [-0.2842, -0.2892, -0.0415, -0.0501, 0.0447, 0.1884, 0.0208, -0.4007, -0.2462, -0.6218, -0.5113, 0.2251, 0.2245, 0.2237, 0.2148, 0.2117, 0.1891, 0.1850, 0.3736, 0.3437],
  "largest_force_ev_per_a": 3.3,
  "multiplicity": 1,
  "e_above_lowest_kj_mol": 456.2,
  "homo_ha": [-0.2714, -0.2823],
  "e_tot_ev": -13917.857
}